Record 1
ORCA calculation (ωB97M-V/def2-TZVPD) on C17H21BIN4O3S as an isolated structure.

Computed properties:
gap between HOMO and LUMO	5.76	eV

The geometry in ORCA input format:
```
! RIJCOSX wB97M-V def2-TZVPD def2/J DEFGRID3
* xyz -1 1
O -0.3031 4.4242 2.0387
B -0.3665 3.1556 2.7224
O 0.3799 3.0406 3.8886
C -1.2481 1.9317 2.1274
C -1.0932 1.6577 0.6955
C -1.8674 0.5060 0.1128
C -1.7942 0.0543 -1.3958
C -1.3335 1.1867 -2.3978
C -0.4065 0.6886 -3.5801
C 0.7640 -0.2708 -3.1411
C 1.9144 -0.4447 -4.2132
C 3.2419 -0.8398 -3.4207
C 3.1253 -2.2100 -2.6483
S 4.2748 -2.2777 -1.1737
C 3.3013 -2.5900 0.3087
N 3.7131 -3.1092 1.4904
N 2.7057 -3.2242 2.4024
C 1.6306 -2.7408 1.7263
O 1.9253 -2.3211 0.4714
C -2.7403 -0.2829 0.9697
C -2.9218 -0.0111 2.4394
N -3.7925 -0.8456 3.1316
C -3.8592 -0.4345 4.4247
C -3.1021 0.6893 5.0394
N -2.2391 1.4691 4.3440
C -2.1664 1.1188 3.0046
H 0.6212 4.6149 1.7991
H 1.0622 2.2583 3.8085
H -0.3971 2.2586 0.0657
H -2.8366 -0.2489 -1.7113
H -1.1715 -0.8776 -1.4189
H -2.2775 1.5845 -2.8815
H -0.8395 2.0710 -1.9206
H -1.0731 0.2076 -4.3535
H 0.0157 1.6200 -4.0718
H 0.3023 -1.2964 -3.0035
H 1.1325 0.0747 -2.1277
H 1.6452 -1.2875 -4.9034
H 2.0820 0.5372 -4.7260
H 4.0531 -0.9688 -4.1976
H 3.5195 -0.0575 -2.6604
H 3.4261 -3.0840 -3.2962
H 2.0971 -2.4443 -2.2668
H 0.6521 -2.7352 2.2677
H -3.2868 -1.1571 0.5228
H -4.5577 -1.0062 5.0980
H -3.2357 0.8942 6.1311
I 1.3242 0.7225 4.4792
*
```

Results of the Mulliken charge analysis, in e, for atoms 1 through 8: number 1, O, carries -0.589; number 2, B, carries 0.424; number 3, O, carries -0.506; number 4, C, carries 0.023; number 5, C, carries -0.449; number 6, C, carries 0.988; number 7, C, carries -0.438; number 8, C, carries -0.628

***

Record 2
ORCA calculation (ωB97M-V/def2-TZVPD) on a 2-piece molecular cluster, C14H29FO5 overall.

Computed properties:
ΔE to the lowest compared entry with this formula, charge and spin	54.6	kcal/mol
gap between HOMO and LUMO	2.35	eV

The geometry in ORCA input format:
```
! RIJCOSX wB97M-V def2-TZVPD def2/J DEFGRID3
* xyz 0 1
C -2.3891 2.8888 -1.1234
C -1.8327 1.4719 -1.1701
C -1.4684 1.0054 -2.5738
C -1.0576 -0.4750 -2.6177
C 0.4375 -0.7592 -2.5892
C 1.1963 -0.0602 -1.4899
O 1.3364 1.3578 -1.7465
C 1.6431 2.1246 -0.6075
C 3.0730 2.0139 -0.0556
O 3.0291 2.2764 1.3494
C 2.9857 1.1095 2.1433
C 1.6740 1.0427 2.9314
O 1.2150 -0.2922 2.8120
C -0.1322 -0.4203 2.4155
C -0.5131 -1.8720 2.5721
C 0.6340 -2.2796 -2.4565
C 0.1565 -2.8178 -1.1487
O -0.9496 -3.2431 -0.8474
F 1.1012 -2.7300 -0.1599
H -2.3893 3.2565 -0.1001
H -3.4169 2.9129 -1.4740
H -1.8048 3.5605 -1.7448
H -2.6151 0.7949 -0.8216
H -0.9896 1.3395 -0.5015
H -2.3557 1.1384 -3.1947
H -0.6837 1.6263 -2.9898
H -1.4296 -0.8837 -3.5603
H -1.6253 -1.0048 -1.8302
H 2.1974 -0.4959 -1.4408
H 0.7437 -0.1597 -0.4826
H 0.9269 1.9286 0.1928
H 1.4931 3.1628 -0.8989
H 3.5245 1.0452 -0.2441
H 3.6995 2.7522 -0.5467
H 2.9873 0.2079 1.5378
H 3.8533 1.0569 2.8009
H 1.7669 1.3293 3.9762
H 0.9930 1.7175 2.4177
H -0.1659 -0.1441 1.3592
H -0.7874 0.2617 2.9578
H -1.5832 -1.9148 2.7780
H -0.2750 -2.4506 1.6946
H 0.0167 -2.2623 3.4350
H 0.0047 -2.7607 -3.1998
H 1.6743 -2.5697 -2.5813
O -3.3672 -3.2703 1.6527
H -3.8705 -3.0585 2.4735
H -3.9655 -3.4763 0.8938
H -2.6957 -3.9814 1.8036
*
```

Results of the Mulliken charge analysis, in e, for atoms 1 through 8: number 1, C, carries -1.661; number 2, C, carries 0.443; number 3, C, carries -0.904; number 4, C, carries -0.488; number 5, C, carries -0.493; number 6, C, carries 0.686; number 7, O, carries -0.397; number 8, C, carries 0.423

***

Record 3
ORCA calculation (ωB97M-V/def2-TZVPD) on C29H36BiN5O4S2 as an isolated structure.

Computed properties:
ΔE to the lowest compared entry with this formula, charge and spin	0.0	kcal/mol
gap between HOMO and LUMO	8.06	eV

The geometry in ORCA input format:
```
! RIJCOSX wB97M-V def2-TZVPD def2/J DEFGRID3
* xyz 0 1
Bi -1.3476 -0.8665 -0.1241
N -1.5007 -3.1918 0.8912
C -2.5917 -3.3369 1.8668
C -3.6588 -2.2764 1.5833
O -4.7196 -2.3503 2.1911
N -3.3721 -1.2730 0.7435
C -4.3158 -0.2247 0.3558
C -3.9667 0.3891 -0.9940
O -4.7868 1.1134 -1.5221
O -2.7788 0.1653 -1.4765
H -1.6238 -3.7883 0.0711
H -0.5615 -3.3881 1.2812
H -2.2437 -3.1985 2.9320
H -3.1379 -4.3042 1.7832
H -4.3418 0.5513 1.1619
H -5.3605 -0.6480 0.4496
S 2.1031 -1.1581 -3.8628
C 3.1135 -0.3050 -2.7064
C 4.2177 0.4850 -2.9647
C 4.9301 1.0062 -1.8664
C 4.5359 0.7447 -0.5755
C 3.4044 -0.0411 -0.3113
C 2.6735 -0.5574 -1.3767
N 1.5258 -1.3583 -1.3176
C 1.0945 -1.6743 -2.5146
C -0.2026 -2.4046 -2.7532
C -0.2835 -3.3040 -3.8683
C -1.5129 -3.8608 -4.2376
C -2.6360 -3.5572 -3.5008
C -2.5336 -2.7508 -2.3465
C -1.3422 -2.1936 -1.9622
H 4.4798 0.6640 -3.9893
H 5.8463 1.5935 -2.0485
H 5.1637 1.1497 0.2046
H 3.1666 -0.3179 0.7218
H 0.6330 -3.5767 -4.3974
H -1.6119 -4.4991 -5.1150
H -3.6045 -3.8693 -3.8457
H -3.4586 -2.4758 -1.8387
N 1.8704 -3.8188 1.2417
C 2.6759 -3.9427 2.4403
C 2.6915 -2.7136 3.3987
C 1.2838 -2.1502 3.8494
C 0.9793 -0.7170 3.3302
N -0.4628 -0.4149 3.3476
H 1.9513 -4.6789 0.6888
H 2.1417 -3.0090 0.6691
H 3.7166 -4.0430 2.1054
H 2.3213 -4.8489 2.9810
H 3.3394 -1.9217 2.9311
H 3.1937 -3.1053 4.3249
H 1.2660 -2.1452 4.9503
H 0.5245 -2.8876 3.5026
H 1.3209 -0.6325 2.2885
H 1.5421 -0.0006 3.9013
H -0.5996 0.5960 3.3476
H -0.8940 -0.7952 4.1989
C 1.1331 7.6315 1.0076
C 0.3616 6.4654 0.4237
C -0.9591 6.1853 0.8398
C -1.6448 5.0285 0.4907
C -1.0276 4.1352 -0.3443
C 0.2605 4.3772 -0.7979
C 0.9271 5.5404 -0.4818
S -1.7657 2.5981 -0.8564
C -1.8284 2.9118 -2.6541
O -0.6426 1.6070 -0.4955
H 0.4431 8.2361 1.6132
H 1.5780 8.2895 0.2366
H 1.9795 7.2666 1.6407
H -1.4656 6.9023 1.4914
H -2.6495 4.8036 0.9114
H 0.7351 3.6099 -1.3965
H 1.9563 5.7270 -0.8623
H -1.1526 2.2094 -3.1970
H -1.6377 3.9608 -2.8959
H -2.8569 2.6318 -2.8924
*
```

Results of the Mulliken charge analysis, in e, for atoms 1 through 8: number 1, Bi, carries 1.896; number 2, N, carries -0.582; number 3, C, carries -0.417; number 4, C, carries 0.346; number 5, O, carries -0.736; number 6, N, carries -0.004; number 7, C, carries -0.719; number 8, C, carries 0.639

***

Record 4
ORCA calculation (ωB97M-V/def2-TZVPD) on a 3-piece molecular cluster, C14H20F16O5P overall.

Computed properties:
gap between HOMO and LUMO	9.70	eV

The geometry in ORCA input format:
```
! RIJCOSX wB97M-V def2-TZVPD def2/J DEFGRID3
* xyz 1 1
C 0.1791 2.5352 0.6302
C -1.1523 2.8929 1.3849
O -1.0523 2.8219 2.8106
C -1.4070 1.5489 3.3186
C -0.1611 0.9617 4.0838
O -0.3521 -0.3837 4.6002
P -0.6384 -1.4752 3.4026
O 0.0732 -2.9124 3.7910
H 1.0449 3.1194 1.0420
H 0.4039 1.4317 0.6585
H 0.0885 2.8042 -0.4569
H -1.3846 3.9655 1.1443
H -1.9917 2.2974 0.9456
H -2.2309 1.6874 4.0746
H -1.8166 0.8791 2.5131
H 0.7391 1.0668 3.4248
H -0.0048 1.6146 4.9816
H -2.0557 -1.6266 3.2636
H -0.1845 -0.9717 2.1401
H -0.2576 -3.5848 3.1593
C 5.0782 5.2681 -2.5400
C 4.1571 5.9256 -3.5959
C 2.8232 6.5018 -3.1081
F 2.0080 5.5710 -2.5810
F 2.1502 7.0498 -4.1479
F 3.9589 5.0514 -4.6066
F 4.8613 6.9632 -4.1251
O 5.0655 3.8336 -2.4256
C 4.1140 3.2045 -1.6136
C 3.1747 2.2986 -2.4158
F 2.5045 2.9830 -3.3574
F 2.2471 1.7389 -1.5982
F 3.4589 4.1106 -0.8701
F 4.8065 2.4419 -0.7424
H 6.0959 5.4836 -2.8709
H 4.9964 5.7488 -1.5642
H 2.9842 7.2865 -2.3633
H 3.7335 1.5029 -2.9119
C -4.3096 -5.8708 -0.9941
C -3.3995 -7.1211 -0.9331
C -3.1274 -7.7290 0.4471
F -2.4845 -6.8833 1.2776
F -2.3318 -8.8152 0.3228
F -2.2400 -6.8473 -1.5718
F -4.0192 -8.0809 -1.6681
O -3.6794 -4.5780 -1.0936
C -3.2685 -3.9114 0.0614
C -1.7513 -3.7059 0.0987
F -1.0866 -4.8651 0.0561
F -1.3828 -3.0812 1.2684
F -3.7366 -4.5283 1.1563
F -3.8627 -2.6999 0.0349
H -4.8561 -5.9560 -1.9351
H -5.0814 -5.8830 -0.2236
H -4.0575 -8.0486 0.9257
H -1.4204 -3.0973 -0.7445
*
```

Results of the Mulliken charge analysis, in e, for atoms 1 through 8: number 1, C, carries -0.686; number 2, C, carries -0.479; number 3, O, carries -0.348; number 4, C, carries -0.336; number 5, C, carries -0.353; number 6, O, carries -0.389; number 7, P, carries 0.819; number 8, O, carries -0.475

***

Number 1: LUMO level 2.2 eV, HOMO level -3.569 eV. Number 2: LUMO level -2.3 eV, HOMO level -4.664 eV. Number 3: LUMO level 0.0 eV, HOMO level -8.064 eV. Number 4: LUMO level -3.5 eV, HOMO level -13.204 eV.